*P*
{"formula": "C31H39Br4N4OSSeSiW", "method": "ωB97M-V with the def2-TZVPD basis set", "species": ["W", "Br", "C", "Br", "H", "H", "Br", "C", "C", "C", "Br", "C", "C", "C", "C", "N", "C", "C", "O", "H", "H", "H", "H", "C", "N", "C", "S", "N", "C", "H", "H", "H", "H", "H", "H", "H", "H", "C", "C", "C", "C", "C", "C", "Se", "C", "C", "C", "H", "H", "H", "H", "H", "H", "H", "H", "H", "H", "H", "C", "Si", "C", "C", "N", "C", "C", "C", "C", "C", "C", "H", "H", "H", "H", "H", "H", "H", "H", "H", "H", "H", "H", "H", "H"], "positions_angstrom": [[0.10, -0.46, 0.29], [-2.15, -0.21, -0.78], [-2.82, -3.35, -3.00], [-0.99, -3.08, -3.14], [-3.39, -2.57, -2.53], [-3.23, -4.21, -3.50], [4.19, 0.09, 3.46], [3.50, 1.30, 2.19], [4.12, 2.51, 1.94], [3.61, 3.37, 0.96], [4.55, 4.97, 0.62], [2.47, 3.05, 0.23], [1.92, 3.81, -0.88], [0.90, 3.33, -1.59], [0.20, 2.06, -1.28], [0.73, 1.33, -0.11], [1.85, 1.85, 0.55], [2.36, 0.95, 1.48], [1.69, -0.19, 1.58], [5.01, 2.79, 2.48], [2.37, 4.76, -1.14], [0.51, 3.87, -2.44], [-0.86, 2.26, -1.10], [3.59, -3.51, 2.07], [2.81, -2.62, 1.22], [2.56, -2.86, -0.05], [1.68, -1.75, -1.07], [3.03, -3.97, -0.62], [2.79, -4.38, -2.00], [3.60, -3.10, 3.07], [4.62, -3.58, 1.72], [3.14, -4.50, 2.11], [2.52, -1.70, 1.58], [3.68, -4.52, -0.09], [1.74, -4.23, -2.25], [3.02, -5.44, -2.07], [3.41, -3.83, -2.70], [4.56, 3.23, -6.58], [3.53, 2.65, -5.67], [2.19, 2.62, -6.02], [1.22, 2.09, -5.17], [-0.22, 2.13, -5.64], [1.62, 1.56, -3.94], [0.19, 0.82, -2.86], [2.96, 1.56, -3.57], [3.49, 0.97, -2.29], [3.89, 2.12, -4.44], [4.10, 3.70, -7.45], [5.24, 2.46, -6.94], [5.17, 3.98, -6.07], [1.88, 3.03, -6.97], [-0.28, 2.60, -6.61], [-0.85, 2.68, -4.94], [-0.64, 1.12, -5.72], [2.69, 0.70, -1.60], [4.15, 1.68, -1.78], [4.06, 0.07, -2.49], [4.94, 2.13, -4.14], [0.34, -3.09, 3.64], [-0.95, -2.52, 2.41], [-0.67, -3.39, 0.77], [-2.69, -2.79, 3.00], [-0.74, -0.80, 1.99], [-0.91, 0.23, 2.95], [-1.21, 1.53, 2.54], [-1.36, 2.55, 3.46], [-1.23, 2.29, 4.82], [-0.97, 1.00, 5.24], [-0.80, -0.03, 4.32], [0.70, -4.08, 3.35], [-0.07, -3.18, 4.65], [1.19, -2.41, 3.67], [-1.55, -3.97, 0.49], [0.20, -4.05, 0.77], [-0.54, -2.75, -0.12], [-2.86, -3.86, 3.16], [-3.40, -2.44, 2.25], [-2.90, -2.27, 3.94], [-1.37, 1.73, 1.49], [-1.59, 3.55, 3.12], [-1.35, 3.09, 5.54], [-0.88, 0.78, 6.30], [-0.58, -1.02, 4.68]], "lowdin_spin": [0.8907, 0.0738, 0.7493, 0.1653, 0.0421, 0.0400, 0.0020, 0.0042, -0.0103, 0.0045, 0.0014, -0.0057, 0.0013, -0.0039, 0.0027, -0.0327, 0.0070, -0.0049, 0.0405, -0.0006, 0.0002, 0.0001, -0.0013, 0.0006, 0.0057, 0.0070, 0.0134, -0.0004, 0.0010, 0.0000, 0.0002, 0.0002, 0.0011, 0.0000, 0.0011, 0.0001, 0.0001, 0.0000, -0.0002, 0.0000, -0.0003, -0.0002, -0.0003, -0.0054, -0.0001, -0.0001, 0.0000, 0.0000, 0.0000, 0.0000, 0.0000, 0.0000, 0.0000, -0.0001, 0.0000, 0.0000, 0.0000, 0.0000, 0.0001, 0.0020, 0.0046, -0.0003, 0.0009, 0.0025, -0.0005, 0.0005, -0.0023, 0.0005, -0.0018, 0.0000, 0.0000, 0.0000, 0.0008, 0.0005, 0.0032, -0.0001, 0.0001, 0.0000, 0.0007, 0.0001, -0.0001, 0.0001, -0.0001], "charge": 1, "gap_ev": [6.5503, 6.9916], "s_squared": 2.0246, "spin_multiplicity": 3}

***

*Q*
{"formula": "C31H39Br4N4OSSeSiW", "method": "ωB97M-V with the def2-TZVPD basis set", "species": ["W", "Br", "C", "Br", "H", "H", "Br", "C", "C", "C", "Br", "C", "C", "C", "C", "N", "C", "C", "O", "H", "H", "H", "H", "C", "N", "C", "S", "N", "C", "H", "H", "H", "H", "H", "H", "H", "H", "C", "C", "C", "C", "C", "C", "Se", "C", "C", "C", "H", "H", "H", "H", "H", "H", "H", "H", "H", "H", "H", "C", "Si", "C", "C", "N", "C", "C", "C", "C", "C", "C", "H", "H", "H", "H", "H", "H", "H", "H", "H", "H", "H", "H", "H", "H"], "positions_angstrom": [[-0.73, -0.09, -0.19], [-2.06, -0.23, 1.91], [0.91, -0.89, 4.59], [1.74, -0.07, 3.15], [1.55, -1.29, 5.37], [-0.16, -0.84, 4.64], [4.37, -0.24, -0.77], [3.33, 1.17, -0.09], [3.96, 2.35, 0.36], [3.23, 3.39, 0.87], [4.11, 4.94, 1.47], [1.81, 3.29, 0.97], [0.94, 4.24, 1.54], [-0.40, 3.98, 1.62], [-0.90, 2.77, 1.13], [-0.11, 1.87, 0.56], [1.22, 2.11, 0.50], [1.97, 1.05, -0.04], [1.25, -0.01, -0.41], [5.03, 2.42, 0.29], [1.35, 5.17, 1.92], [-1.09, 4.68, 2.06], [-1.96, 2.53, 1.19], [2.42, -3.64, -1.97], [1.43, -2.89, -1.23], [0.96, -3.24, -0.05], [-0.27, -2.35, 0.80], [1.44, -4.35, 0.53], [1.07, -4.89, 1.83], [2.52, -3.20, -2.95], [2.11, -4.68, -2.09], [3.40, -3.61, -1.48], [1.01, -2.05, -1.63], [2.18, -4.82, 0.05], [0.16, -4.42, 2.19], [1.87, -4.73, 2.55], [0.88, -5.96, 1.73], [-6.22, 4.68, 2.04], [-5.36, 3.76, 1.21], [-4.33, 4.26, 0.41], [-3.54, 3.43, -0.37], [-2.53, 4.04, -1.30], [-3.76, 2.05, -0.31], [-2.66, 0.90, -1.38], [-4.85, 1.52, 0.40], [-5.25, 0.08, 0.32], [-5.61, 2.40, 1.16], [-5.77, 5.67, 2.13], [-6.36, 4.28, 3.04], [-7.20, 4.79, 1.59], [-4.16, 5.33, 0.38], [-2.51, 5.12, -1.18], [-2.79, 3.83, -2.34], [-1.52, 3.66, -1.16], [-4.58, -0.57, 0.89], [-5.25, -0.28, -0.71], [-6.26, -0.05, 0.72], [-6.45, 2.00, 1.73], [1.62, -0.80, -4.03], [0.02, -0.05, -3.42], [0.52, 1.69, -2.90], [-1.24, 0.11, -4.78], [-0.66, -1.00, -2.03], [-1.47, -2.12, -2.37], [-2.58, -2.51, -1.61], [-3.32, -3.64, -1.94], [-2.96, -4.42, -3.03], [-1.85, -4.06, -3.78], [-1.12, -2.93, -3.45], [2.06, -0.09, -4.74], [1.52, -1.75, -4.55], [2.34, -0.91, -3.22], [0.46, 2.29, -3.82], [1.55, 1.73, -2.56], [-0.12, 2.19, -2.17], [-0.79, 0.71, -5.58], [-2.12, 0.64, -4.42], [-1.57, -0.83, -5.21], [-2.90, -1.92, -0.76], [-4.17, -3.90, -1.34], [-3.54, -5.29, -3.29], [-1.55, -4.66, -4.63], [-0.24, -2.70, -4.05]], "lowdin_spin": [0.8075, 0.0337, 0.7469, 0.1693, 0.0398, 0.0396, 0.0006, -0.0013, -0.0002, -0.0003, -0.0002, 0.0008, 0.0013, 0.0000, 0.0037, 0.0039, 0.0028, 0.0041, 0.0182, 0.0000, 0.0001, 0.0000, 0.0008, 0.0001, 0.0004, 0.0008, -0.0061, 0.0002, -0.0004, 0.0000, 0.0000, 0.0000, 0.0012, 0.0000, -0.0003, 0.0001, 0.0000, -0.0003, -0.0018, 0.0003, -0.0021, -0.0014, -0.0019, -0.0315, -0.0012, -0.0009, 0.0006, 0.0000, -0.0001, -0.0001, 0.0000, -0.0001, -0.0003, -0.0004, -0.0001, -0.0006, -0.0001, 0.0000, 0.0010, 0.0126, 0.0032, 0.0058, 0.0994, 0.0006, 0.0176, -0.0019, 0.0179, -0.0021, 0.0147, 0.0001, 0.0000, 0.0000, 0.0003, -0.0001, 0.0015, 0.0008, 0.0002, 0.0003, 0.0018, -0.0005, 0.0011, -0.0005, 0.0007], "charge": 1, "gap_ev": [5.7880, 6.4558], "s_squared": 2.0171, "spin_multiplicity": 3}

***

Of them, the most stable is *Q* and the least stable is *P*.